Entry 1:
This record from the Open Molecules 2025 dataset describes a structure of composition C33H23Br4CdN6O2. The level of theory is ωB97M-V with the def2-TZVPD basis set.

Summary:
DFT total energy	-12214.316622	Eh
net charge	-1
max |F|	0.0038	Eh/bohr

Last column: Mulliken charge in e.
Geometry (Å):
Cd: 0.852 0.033 -0.686  1.84
C: -2.540 0.718 1.527  -1.26
N: -1.339 0.257 2.133  0.33
C: -1.246 -1.018 2.748  -1.29
C: -0.663 -2.135 1.918  0.34
N: 0.150 -2.019 0.912  0.05
C: 0.485 -3.325 0.554  0.19
C: 1.324 -3.791 -0.456  -0.07
C: 1.475 -5.159 -0.586  -0.91
C: 0.810 -6.056 0.262  -0.34
C: -0.025 -5.609 1.269  -1.13
C: -0.168 -4.232 1.394  0.62
N: -0.903 -3.442 2.258  -0.13
C: -2.495 0.927 0.037  -0.49
N: -1.449 0.865 -0.729  0.91
C: -1.866 1.315 -1.983  0.40
C: -1.130 1.539 -3.144  -0.40
C: -1.815 2.006 -4.249  -1.09
C: -3.194 2.255 -4.210  -0.53
C: -3.930 2.067 -3.054  -1.12
C: -3.232 1.606 -1.945  0.36
N: -3.611 1.346 -0.638  0.00
H: -2.843 1.693 1.943  0.34
H: -3.359 0.028 1.760  0.44
H: -0.448 0.681 1.868  -0.21
H: -2.234 -1.333 3.102  0.45
H: -0.613 -0.946 3.643  0.34
H: 1.821 -3.096 -1.118  0.30
H: 2.117 -5.548 -1.366  0.43
H: 0.953 -7.121 0.125  0.36
H: -0.538 -6.301 1.925  0.38
H: -1.487 -3.754 3.012  0.20
H: -0.059 1.391 -3.156  0.49
H: -1.270 2.201 -5.164  0.47
H: -3.690 2.626 -5.098  0.40
H: -4.990 2.286 -3.015  0.43
H: -4.504 1.541 -0.225  0.23
C: -3.406 -1.916 -2.549  -0.86
C: -3.019 -1.648 -3.856  -0.65
C: -1.673 -1.584 -4.157  -0.72
C: -0.735 -1.773 -3.138  -0.02
N: -1.112 -2.027 -1.887  0.25
C: -2.408 -2.100 -1.608  -0.26
C: 0.727 -1.665 -3.397  2.37
C: 1.232 -2.232 -4.568  -0.57
C: 2.583 -2.151 -4.864  -0.67
C: 3.426 -1.476 -3.993  -0.72
C: 2.911 -0.903 -2.835  0.02
C: 1.558 -0.989 -2.485  -1.68
H: -4.450 -1.968 -2.267  0.41
H: -3.761 -1.469 -4.625  0.41
H: -1.342 -1.339 -5.158  0.44
H: -2.653 -2.306 -0.568  0.34
H: 0.568 -2.763 -5.242  0.46
H: 2.972 -2.609 -5.765  0.38
H: 4.483 -1.389 -4.217  0.40
H: 3.593 -0.361 -2.188  0.37
Br: 0.809 5.555 3.814  -0.21
C: 0.906 4.528 2.225  0.25
C: 0.828 5.130 0.983  0.10
Br: 0.611 7.007 0.835  -0.22
C: 0.916 4.343 -0.175  -0.11
Br: 0.789 5.103 -1.908  -0.18
C: 1.094 2.953 -0.143  0.06
O: 1.200 2.229 -1.198  -0.73
C: 1.142 2.325 1.162  0.41
O: 1.236 1.018 1.240  -1.35
C: 1.055 3.130 2.292  0.14
Br: 1.165 2.237 3.969  -0.19

***

Entry 2:
This record from the Open Molecules 2025 dataset describes a cluster of 7 separate species, C6H27NO6S in total. The level of theory is ωB97M-V with the def2-TZVPD basis set.

Summary:
structure (SMILES)	CCCN[C@H](C)CS.O.O.O.O.O.O
energy relative to the best compared isomer or geometry (same formula, charge and spin)	0.000	eV
max |F|	0.0125	Eh/bohr

Last column: Mulliken charge in e.
Geometry (Å):
C: -0.412 -3.561 1.866  -1.13
C: -1.324 -3.048 0.763  -0.66
C: -0.743 -1.813 0.079  -0.15
N: -0.886 -0.608 0.920  -0.30
C: 0.246 0.330 0.793  1.00
C: 1.505 -0.175 1.487  -1.67
C: -0.161 1.708 1.369  -0.82
S: 0.296 3.122 0.341  -0.25
H: -0.842 -4.434 2.356  0.39
H: 0.574 -3.838 1.479  0.30
H: -0.256 -2.826 2.666  0.29
H: -1.465 -3.808 -0.008  0.39
H: -2.308 -2.815 1.171  0.26
H: -1.224 -1.604 -0.882  0.21
H: 0.310 -2.018 -0.134  0.07
H: -0.964 -0.867 1.895  0.53
H: 0.467 0.444 -0.262  -0.27
H: 1.351 -0.267 2.564  0.42
H: 1.817 -1.147 1.099  0.32
H: 2.339 0.495 1.287  0.43
H: -1.232 1.717 1.551  0.34
H: 0.311 1.863 2.339  0.41
H: -0.676 2.986 -0.573  0.14
O: 2.295 2.366 -2.060  -0.73
H: 1.333 2.236 -2.079  0.29
H: 2.485 2.628 -1.154  0.34
O: -3.541 -0.629 2.505  -0.69
H: -3.786 0.261 2.775  0.31
H: -2.980 -0.527 1.722  0.33
O: 2.219 -0.373 -2.725  -0.72
H: 2.520 0.549 -2.626  0.43
H: 1.261 -0.227 -2.728  0.27
O: 3.280 -2.236 -0.970  -0.63
H: 2.890 -1.559 -1.563  0.41
H: 3.784 -2.819 -1.551  0.31
O: -2.448 0.781 -0.973  -0.73
H: -3.239 0.283 -1.198  0.32
H: -2.051 0.365 -0.179  0.27
O: -0.288 0.971 -2.694  -0.61
H: -1.062 0.913 -2.081  0.37
H: -0.657 1.178 -3.562  0.21

***

Entry 3:
This record from the Open Molecules 2025 dataset describes a cluster of 2 separate species, C6H16N2O2 in total at a distorted geometry. The level of theory is ωB97M-V with the def2-TZVPD basis set.

Summary:
energy relative to the best compared isomer or geometry (same formula, charge and spin)	8.661	eV
max |F|	0.0974	Eh/bohr

Last column: Mulliken charge in e.
Geometry (Å):
C: 3.130 -1.465 0.121  -1.07
C: -3.212 0.197 0.828  -0.81
C: -0.533 -1.330 -1.037  -0.82
C: -0.576 2.377 -0.675  -0.80
C: 2.595 -0.025 0.005  -0.24
C: 0.501 0.880 0.838  -0.32
N: -2.525 -0.995 0.224  -0.38
N: -1.555 -0.490 -0.582  -0.08
O: 0.668 1.915 -0.092  -0.35
O: 1.520 -0.016 0.963  -0.29
H: 3.501 -1.632 1.202  0.28
H: 2.477 -2.272 0.115  0.32
H: 3.964 -1.623 -0.695  0.30
H: -2.605 1.022 1.298  0.18
H: -3.702 0.571 0.041  0.29
H: -3.837 -0.267 1.495  0.48
H: -0.412 -2.139 -0.336  0.33
H: -0.898 -1.763 -2.047  0.30
H: 0.365 -0.788 -1.246  0.16
H: -1.332 1.669 -0.826  0.33
H: -0.153 3.036 -1.402  0.31
H: -0.952 3.049 0.012  0.37
H: 2.453 0.033 -1.091  0.26
H: 3.180 0.823 0.411  0.37
H: 0.131 0.983 1.749  0.60
H: -2.191 -1.749 0.727  0.28